The following is a quantum chemistry calculation of a cluster of 4 separate species, C4H12O3 in total at a distorted geometry, from the OMol25 dataset.

```
19
Properties=species:S:1:pos:R:3:forces:R:3
C 1.713 -0.215 -1.443 0.24 0.32 2.67
C 1.929 0.430 -0.213 0.04 -1.60 -1.01
C 1.145 0.203 1.065 0.94 1.12 -0.88
C 1.306 0.943 2.175 1.07 -0.72 -3.08
H 0.858 -1.107 -1.472 2.40 2.69 -0.49
H 2.502 0.141 -2.213 -1.95 -1.29 0.80
H 2.835 1.095 -0.103 -1.25 -0.49 -0.28
H 0.349 -0.501 1.044 -0.58 -0.63 -0.25
H 0.603 0.793 2.920 -0.73 0.13 1.82
H 2.119 1.648 2.120 -0.10 0.43 0.78
O -1.465 -1.761 -1.069 0.55 -3.18 -0.42
H -1.415 -2.754 -0.910 0.15 1.61 -1.02
H -1.793 -1.541 -0.200 -0.35 1.09 0.78
O -2.325 -0.368 0.851 0.42 -0.43 1.06
H -3.252 -0.474 1.016 -0.70 0.24 0.02
H -2.171 0.338 0.223 0.08 0.75 -0.32
O -1.097 1.309 -1.154 -1.77 1.67 0.74
H -1.640 0.743 -1.702 1.04 -0.69 -0.32
H -0.201 1.079 -0.936 0.48 -1.02 -0.59
```
Positions in Å, forces in eV/Å.

Output
HOMO level: -0.327 Ha
energy relative to the best compared isomer or geometry (same formula, charge and spin): 53.1 kcal/mol
SMILES: C=CC=C.O.O.O
orbital gap: 9.500 eV